[1]
Entry from the OMol25 dataset: a cluster of 4 separate species, C4H16O4 in total (wB97M-V/def2-TZVPD).

Summary:
Highest occupied orbital energy = -10.552 eV
ΔE to the lowest compared entry with this formula, charge and spin = 0.5252 eV
SMILES string = CC(C)O.CO.O.O

Last column: Mulliken charge in e.
Cartesian coordinates (Å):
C  -9.1751  16.9209  7.2117  -0.565
O  -8.8895  17.1222  8.5899  -0.576
H  -8.2425  17.0334  6.6611  0.213
H  -9.5441  15.9115  7.0097  0.270
H  -9.8886  17.6561  6.8323  0.300
H  -9.7109  17.1307  9.0883  0.289
C  -4.4607  15.1990  12.5334  -1.081
C  -5.7053  14.8510  13.3319  0.351
C  -5.4819  14.9671  14.8394  -1.323
O  -6.7934  15.6854  12.9183  -0.536
H  -3.6018  14.5960  12.8219  0.364
H  -4.2185  16.2534  12.6997  0.328
H  -4.6591  15.0610  11.4702  0.253
H  -6.0192  13.8296  13.1094  0.256
H  -4.6204  14.3766  15.1566  0.366
H  -6.3513  14.6141  15.3945  0.309
H  -5.2940  16.0079  15.1203  0.345
H  -6.4997  16.5957  13.0347  0.360
O  -6.7322  15.4788  9.4266  -0.694
H  -6.8220  15.2613  10.3611  0.321
H  -7.5029  16.0364  9.2236  0.392
O  -6.0811  14.8946  6.6877  -0.613
H  -6.1875  15.1693  7.6103  0.367
H  -5.6420  15.6302  6.2538  0.305



[2]
Entry from the OMol25 dataset: a cluster of 4 separate species, C4H16O4 in total at a distorted geometry (wB97M-V/def2-TZVPD).

Summary:
Highest occupied orbital energy = -9.912 eV
ΔE to the lowest compared entry with this formula, charge and spin = 5.1780 eV
SMILES string = CO.CO.CO.CO

Last column: Mulliken charge in e.
Cartesian coordinates (Å):
C  -1.9546  2.0992  0.1328  -0.580
O  -0.7316  1.8139  -0.7035  -0.493
H  -2.7440  1.3260  -0.0155  0.161
H  -2.4666  2.9222  -0.0238  0.382
H  -1.6574  2.0102  1.1805  0.241
H  -0.1556  1.0447  -0.5628  0.309
C  2.2167  -1.6041  -0.5304  -0.535
O  0.8018  -0.9993  -0.6513  -0.418
H  3.0554  -0.9374  -0.9872  0.220
H  2.1933  -2.5128  -1.2271  0.274
H  2.4917  -1.6644  0.5400  0.222
H  0.2240  -1.5225  -0.9383  0.251
C  -2.7974  -2.1371  -0.9112  -0.601
O  -1.6341  -2.5598  -1.5908  -0.532
H  -2.8215  -1.1263  -1.0285  0.234
H  -3.0237  -2.4278  0.1721  0.208
H  -3.5335  -2.4609  -1.5906  0.362
H  -1.8233  -3.1406  -2.3091  0.298
C  2.2894  1.6291  1.8064  -0.429
O  3.0028  2.6388  2.4356  -0.578
H  2.8879  0.8058  1.9625  0.214
H  2.2019  1.8803  0.6581  0.183
H  1.3197  1.3395  2.0872  0.282
H  2.6588  3.5833  2.0951  0.327



[3]
Entry from the OMol25 dataset: a cluster of 4 separate species, C4H16O4 in total at a distorted geometry (wB97M-V/def2-TZVPD).

Summary:
Highest occupied orbital energy = -9.768 eV
ΔE to the lowest compared entry with this formula, charge and spin = 6.4048 eV
SMILES string = CO.CO.CO.CO

Last column: Mulliken charge in e.
Cartesian coordinates (Å):
C  1.4413  1.5335  3.1034  -0.719
O  1.4453  0.3772  2.4110  -0.471
H  1.7042  1.3955  4.0279  0.357
H  0.5130  2.0086  3.1205  0.320
H  2.2521  2.2391  2.6811  0.189
H  0.5299  -0.0164  2.3027  0.362
C  -2.2561  -0.5687  -1.9507  -0.995
O  -2.8636  -1.4944  -1.1287  -0.536
H  -2.4133  0.4862  -1.7390  0.256
H  -2.7601  -0.7385  -2.9292  0.439
H  -1.4495  -0.8290  -2.3715  0.504
H  -3.4592  -2.0364  -1.7651  0.334
C  1.1705  1.3653  -1.6273  -0.443
O  2.0237  1.7271  -2.6513  -0.499
H  0.3112  1.8206  -1.5499  0.303
H  1.7260  1.3591  -0.7802  0.251
H  1.0418  0.1759  -1.7323  0.082
H  2.7096  2.0212  -2.1891  0.308
C  0.0113  -2.0907  0.9405  -0.641
O  -0.8277  -0.9917  1.2012  -0.513
H  -0.4722  -2.5061  -0.0822  0.220
H  0.0163  -2.7178  1.6277  0.397
H  0.9767  -1.7281  0.5186  0.237
H  -1.3712  -0.7912  0.5619  0.258



[4]
Entry from the OMol25 dataset: a cluster of 5 separate species, C4H16O4 in total at a distorted geometry (wB97M-V/def2-TZVPD).

Summary:
Highest occupied orbital energy = -9.214 eV
ΔE to the lowest compared entry with this formula, charge and spin = 1.4172 eV
SMILES string = C/C=C/C.O.O.O.O

Last column: Mulliken charge in e.
Cartesian coordinates (Å):
C  1.4257  1.4080  -2.1545  -0.117
C  2.3136  0.4255  -2.2933  -0.147
C  2.0767  -0.7942  -3.1440  -1.075
C  1.5569  2.5244  -1.1274  -1.153
H  0.5088  1.4355  -2.7356  0.336
H  3.1578  0.4864  -1.6197  0.317
H  1.1413  -1.2622  -2.8969  0.281
H  2.2300  -0.5581  -4.1931  0.291
H  2.9327  -1.4704  -3.1242  0.334
H  1.9261  2.2281  -0.1453  0.317
H  0.5871  2.9980  -1.0200  0.328
H  2.3020  3.2194  -1.5223  0.289
H  -1.3295  -4.7964  0.7082  0.318
H  -0.9682  -3.6518  1.8139  0.347
O  -0.9294  -4.5810  1.5539  -0.652
H  -2.2307  -0.8145  1.4810  0.350
H  -2.0040  -0.2822  0.0718  0.306
O  -2.7012  -0.5095  0.6976  -0.635
H  -0.5555  -0.9124  3.3938  0.305
H  0.3944  -1.7406  2.5587  0.317
O  -0.4914  -1.3640  2.5452  -0.656
H  -3.9514  3.0739  3.0508  0.324
H  -3.8215  2.0256  4.1851  0.315
O  -3.5705  2.9125  3.9163  -0.640



Question: Look up the highest occupied orbital energy of the fourth one.
Answer: -9.214 eV



Please write out number 3 again, unchanged.
Entry from the OMol25 dataset: a cluster of 4 separate species, C4H16O4 in total at a distorted geometry (wB97M-V/def2-TZVPD).

Summary:
Highest occupied orbital energy = -9.768 eV
ΔE to the lowest compared entry with this formula, charge and spin = 6.4048 eV
SMILES string = CO.CO.CO.CO

Last column: Mulliken charge in e.
Cartesian coordinates (Å):
C  1.4413  1.5335  3.1034  -0.719
O  1.4453  0.3772  2.4110  -0.471
H  1.7042  1.3955  4.0279  0.357
H  0.5130  2.0086  3.1205  0.320
H  2.2521  2.2391  2.6811  0.189
H  0.5299  -0.0164  2.3027  0.362
C  -2.2561  -0.5687  -1.9507  -0.995
O  -2.8636  -1.4944  -1.1287  -0.536
H  -2.4133  0.4862  -1.7390  0.256
H  -2.7601  -0.7385  -2.9292  0.439
H  -1.4495  -0.8290  -2.3715  0.504
H  -3.4592  -2.0364  -1.7651  0.334
C  1.1705  1.3653  -1.6273  -0.443
O  2.0237  1.7271  -2.6513  -0.499
H  0.3112  1.8206  -1.5499  0.303
H  1.7260  1.3591  -0.7802  0.251
H  1.0418  0.1759  -1.7323  0.082
H  2.7096  2.0212  -2.1891  0.308
C  0.0113  -2.0907  0.9405  -0.641
O  -0.8277  -0.9917  1.2012  -0.513
H  -0.4722  -2.5061  -0.0822  0.220
H  0.0163  -2.7178  1.6277  0.397
H  0.9767  -1.7281  0.5186  0.237
H  -1.3712  -0.7912  0.5619  0.258



Question: What is the ΔE to the lowest compared entry with this formula, charge and spin in the third record?
Answer: 6.4048 eV